Density functional theory data (ωB97M-V/def2-TZVPD) for 6 unconnected molecules or ions with the total composition C12H36O12.

Computed properties:
- HOMO level: -9.471 eV
- Energy above the lowest of the compared OMol25 structures with the same formula, charge and spin: 105.6 kJ/mol
- Molecular weight: 372.41 g/mol

CARTESIAN COORDINATES (ANGSTROEM)
C1 -21.31 -19.69 -15.97
H1 -19.31 -19.27 -10.51
O1 -21.91 -19.87 -22.28
H2 -16.87 -18.38 -10.11
H3 -23.90 -18.76 -10.42
C2 -20.58 -18.56 -20.83
H4 -24.77 -16.53 -11.09
H5 -25.92 -18.84 -11.03
O2 -21.09 -19.22 -19.67
H6 -20.48 -21.34 -14.99
H7 -24.06 -16.64 -12.67
O3 -25.41 -18.85 -11.85
H8 -22.52 -18.02 -21.63
H9 -22.08 -16.90 -11.86
H10 -21.59 -19.95 -20.05
O4 -20.71 -20.23 -17.17
H11 -19.59 -18.90 -21.12
O5 -17.31 -17.53 -10.12
O6 -26.36 -20.14 -14.32
H12 -20.04 -23.05 -10.59
C3 -25.41 -20.27 -15.37
H13 -22.34 -20.03 -15.89
H14 -19.12 -22.67 -12.67
H15 -21.26 -20.93 -13.18
O7 -19.04 -23.60 -12.87
O8 -22.69 -16.52 -11.21
H16 -24.12 -18.65 -14.94
H17 -21.52 -23.97 -10.66
H18 -21.16 -18.61 -15.97
H19 -17.82 -18.14 -12.02
H20 -22.35 -19.87 -23.14
C4 -24.09 -18.48 -11.46
H21 -25.93 -19.84 -13.51
H22 -19.50 -19.81 -14.82
H23 -20.48 -18.94 -12.30
H24 -21.01 -24.46 -13.08
H25 -25.10 -18.81 -17.64
H26 -25.65 -18.09 -15.55
H27 -24.61 -20.88 -14.94
O9 -24.37 -18.73 -17.03
C5 -19.54 -18.21 -10.70
C6 -18.24 -17.58 -11.18
C7 -24.87 -18.84 -15.71
C8 -20.49 -20.27 -14.80
H28 -20.04 -17.88 -9.79
H29 -18.38 -16.56 -11.53
C9 -20.20 -24.25 -12.38
C10 -20.82 -23.40 -11.27
C11 -23.95 -16.99 -11.64
H30 -23.37 -19.00 -12.10
H31 -20.44 -17.54 -20.47
C12 -21.60 -18.51 -21.95
O10 -20.53 -18.16 -11.72
H32 -21.19 -17.90 -22.76
H33 -19.92 -25.22 -11.96
H34 -25.88 -20.67 -16.26
H35 -20.93 -19.60 -17.87
O11 -21.57 -22.33 -11.87
H36 -22.18 -21.90 -11.27
O12 -21.07 -20.04 -13.49